A.
Entry from OMol25: the molecule CH5N3S2 (ωB97M-V/def2-TZVPD).

Summary:
Multiplicity: 1
SMILES string: N=C(NS)NS

Last column: natural (NBO) charge in e.
Positions of all 11 atoms, in Å:
H1 -0.73508 0.85955 -0.80139  0.40
S1 0.18531 2.12204 1.11312  0.23
H2 1.78770 0.11347 1.61690  0.36
N1 1.52695 -0.70126 1.11291  -0.75
S2 -0.92511 -0.58845 -2.04866  0.23
N2 -0.16818 0.81255 0.17160  -0.84
H3 -0.74323 2.04509 1.90326  0.07
H4 -2.21973 -1.30866 -1.87358  0.12
N3 0.25810 -1.01290 -0.93906  -0.81
H5 0.49220 -1.97014 -0.57439  0.42
C1 0.54107 -0.37130 0.31930  0.56



B.
Entry from OMol25: the molecule CH5N3S2 (ωB97M-V/def2-TZVPD).

Summary:
Multiplicity: 1
SMILES string: NNC(=S)NS

Last column: natural (NBO) charge in e.
Positions of all 11 atoms, in Å:
H1 -0.00012 -1.85650 1.12197  0.39
H2 -2.25336 -0.45853 0.28680  0.37
H3 2.22814 2.02044 -0.24797  0.17
S1 1.94134 0.11467 1.37672  -0.20
N1 0.26951 0.85741 -0.59237  -0.76
H4 -0.48746 0.58151 -1.23805  0.41
C1 0.64760 -0.03357 0.39619  0.23
N2 -0.28643 -1.04741 0.56664  -0.45
H5 -1.52911 -1.47722 -0.90926  0.35
S2 0.99649 2.44313 -0.80677  0.14
N3 -1.52660 -1.14393 0.04610  -0.67



Top of the stability list: B, leading by 0.0474 hartree.



A.
Entry from OMol25: a cluster of 2 separate species, C6H12O in total (ωB97M-V/def2-TZVPD).

Summary:
Charge: -1
Multiplicity: 2

Last column: natural (NBO) charge in e.
Positions of all 19 atoms, in Å:
H1 -1.53276 2.70718 1.64938  0.18
H2 2.44217 -2.36729 -0.29994  0.19
H3 0.62422 2.36911 -0.41568  0.16
C1 -1.21205 2.97819 0.63207  -0.63
H4 -1.34994 0.22017 0.56757  0.16
H5 -0.29403 -1.98810 1.04364  0.15
C2 -0.22180 1.95316 0.13643  -0.39
H6 -2.09209 3.09804 -0.00651  0.16
H7 1.60721 0.03204 -0.22961  0.17
H8 -0.68470 3.92172 0.77462  0.19
O1 -0.99007 -0.79844 -2.60203  -0.98
H9 -1.92335 -0.99297 -2.47810  0.45
H10 2.27514 -2.75622 1.41769  0.16
H11 1.38286 -3.68461 0.16531  0.18
C3 1.72444 -2.69124 0.46695  -0.62
C4 0.65921 -0.39634 0.09318  -0.31
H12 -0.68804 -0.45533 -1.73740  0.51
C5 0.61264 -1.72360 0.50003  -0.38
C6 -0.33905 0.57453 0.32239  -0.34



B.
Entry from OMol25: a cluster of 2 separate species, C6H12O in total (ωB97M-V/def2-TZVPD).

Summary:
Charge: -1
Multiplicity: 2

Last column: natural (NBO) charge in e.
Positions of all 19 atoms, in Å:
C1 -1.44669 -1.81008 -1.33245  -0.62
H1 -0.23985 3.32222 2.14121  0.16
H2 -1.45300 -2.70896 -1.94380  0.17
H3 -1.63519 -0.94278 -1.97883  0.19
H4 0.14336 -0.90030 2.17056  0.17
H5 0.69360 -1.72468 -1.21386  0.16
H6 -0.01644 -2.32792 0.25573  0.18
C2 0.15613 -0.05639 1.48739  -0.34
O1 2.62765 0.90458 -1.67786  -0.97
C3 -0.41583 2.37508 1.64349  -0.65
H7 -0.16254 0.61434 -0.56797  0.16
C4 0.23721 1.24885 2.08779  -0.29
H8 2.47894 0.60163 -2.58141  0.46
C5 -0.16416 -1.56842 -0.51849  -0.42
H9 -2.27394 -1.75106 -0.61710  0.20
H10 -1.24645 2.34189 0.93314  0.17
C6 -0.10256 -0.21534 0.13488  -0.38
H11 1.01428 1.39439 2.85550  0.16
H12 1.80548 1.20295 -1.27790  0.49



C.
Entry from OMol25: a cluster of 2 separate species, C6H12O in total (ωB97M-V/def2-TZVPD).

Summary:
Charge: -1
Multiplicity: 2

Last column: natural (NBO) charge in e.
Positions of all 19 atoms, in Å:
C1 1.14090 -0.74715 0.67791  -0.63
H1 -1.84809 0.90163 1.15828  0.17
C2 -1.18842 0.07070 1.29595  -0.61
H2 -0.79679 -0.09574 2.28642  0.30
H3 1.30102 -0.54752 1.82134  0.31
H4 2.03558 -0.38268 0.14763  0.17
C3 -0.21607 1.12545 -2.07083  -0.23
H5 -1.71473 -0.86214 0.93518  0.18
H6 -0.17432 -0.90967 -1.52011  0.17
C4 0.18163 1.09823 -3.35440  -0.44
C5 -0.43113 0.10629 -1.10713  -0.11
H7 0.40895 0.17630 -3.91401  0.19
C6 -0.00752 0.24268 0.27960  -0.27
H8 0.78796 -1.75046 0.54478  0.21
H9 0.16102 -2.16525 3.75280  0.41
H10 -0.23762 2.23189 -1.57498  0.17
O1 0.30706 -1.42964 3.14770  -1.35
H11 0.36524 2.17103 -3.72015  0.19
H12 0.37893 1.29261 0.57474  0.18



Top of the stability list: A, leading by 0.0078 hartree.



A.
Entry from OMol25: a cluster of 2 separate species, C5H8IN in total (ωB97M-V/def2-TZVPD).

Summary:
Multiplicity: 1

Last column: natural (NBO) charge in e.
Positions of all 15 atoms, in Å:
H1 0.27747 1.44230 -1.46242  0.25
C1 1.43040 -2.04300 0.46684  -0.63
N1 -2.11480 2.43971 0.13788  -0.71
H2 1.37099 -2.76714 1.28321  0.23
H3 1.32207 1.97961 -0.25433  0.24
H4 -3.04346 2.82621 0.19245  0.39
H5 -0.76687 -1.62091 0.80928  0.25
I1 -3.40837 -0.31536 0.06242  -0.07
H6 2.43708 -1.50525 0.51531  0.23
H7 1.96720 0.71723 -1.12701  0.23
C2 -1.87708 1.26862 -0.03395  0.18
H8 1.11329 -2.54100 -0.51087  0.23
C3 0.18143 0.14608 0.11507  0.20
C4 0.14780 -1.10869 0.49262  -0.29
C5 0.96284 1.08158 -0.68649  -0.73



B.
Entry from OMol25: a structure of composition C5H8IN (ωB97M-V/def2-TZVPD).

Summary:
Multiplicity: 1

Last column: natural (NBO) charge in e.
Positions of all 15 atoms, in Å:
H1 0.65748 1.83414 1.55689  0.19
C1 -0.21506 0.85726 -1.18429  -0.48
H2 -0.27720 1.74249 -1.86650  0.24
H3 1.15322 -1.04495 0.83702  0.20
H4 0.30619 -0.04534 -1.59785  0.24
H5 0.78778 -1.56364 -0.75399  0.15
I1 -2.20935 -1.82774 -0.85209  0.25
C2 -1.17520 1.35879 1.17234  -0.30
C3 0.45005 -1.71054 0.26562  -0.46
H6 0.81562 -2.74276 0.51768  0.21
H7 -2.15751 1.15664 1.44678  0.23
H8 -0.44937 2.41413 2.99610  0.22
N1 -0.82772 -1.28043 0.48108  -0.66
C4 -0.32024 1.89660 2.04436  -0.30
C5 -0.62485 0.84641 -0.00788  0.26



Top of the stability list: A, leading by 0.0435 hartree.



A.
Entry from OMol25: a cluster of 2 separate species, C3H4FN in total (ωB97M-V/def2-TZVPD).

Summary:
Multiplicity: 1

Last column: natural (NBO) charge in e.
Positions of all 9 atoms, in Å:
H1 -0.73050 3.04001 0.33002  0.19
N1 -0.83850 1.03345 0.27985  -0.29
F1 1.76325 -0.82467 -0.01557  -0.33
C1 -0.11151 2.04555 0.29650  -0.18
H2 0.18479 -2.92689 -0.42899  0.23
C2 -0.33583 -1.99831 -0.16825  -0.60
C3 0.43440 -0.92342 -0.01594  0.53
H3 -1.30814 -1.79120 -0.21088  0.23
H4 0.94206 2.34546 -0.06675  0.21



B.
Entry from OMol25: the molecule C3H4FN (ωB97M-V/def2-TZVPD).

Summary:
Multiplicity: 1
SMILES string: C[C@@H](F)C#N

Last column: natural (NBO) charge in e.
Positions of all 9 atoms, in Å:
C1 -1.00268 0.20165 -0.31952  -0.66
C2 1.66250 0.40347 0.22520  0.21
N1 2.64037 0.96098 0.15772  -0.35
H1 0.17211 -0.67331 1.34590  0.20
C3 0.16646 -0.46172 0.31872  0.24
H2 -1.65386 -0.52229 -0.71054  0.24
F1 0.45379 -1.53822 -0.51696  -0.35
H3 -0.81668 0.96868 -0.93701  0.24
H4 -1.62202 0.66076 0.43649  0.22



Top of the stability list: B, leading by 0.1407 hartree.



A.
Entry from OMol25: a cluster of 2 separate species, C9H14S in total (ωB97M-V/def2-TZVPD).

Summary:
Multiplicity: 1
SMILES string: Cc1ccccc1.CSC

Last column: natural (NBO) charge in e.
Positions of all 24 atoms, in Å:
H1 -1.78280 1.17497 -0.18003  0.23
H2 -0.24176 -0.98996 -2.56001  0.21
C1 -0.20723 -1.29455 -1.51772  -0.23
H3 0.26093 2.77295 2.88951  0.21
H4 2.65708 -1.46849 -2.18775  0.22
C2 -0.18838 -2.47104 0.93340  -0.20
H5 -2.25706 -1.64564 -1.62905  0.21
C3 -1.41140 -2.39979 0.24902  -0.23
C4 1.00166 -2.03831 0.39613  -0.22
H6 -0.54965 4.00585 2.02722  0.22
C5 2.21801 -0.78151 -1.45922  -0.65
C6 0.25540 3.27840 1.91900  -0.77
S1 0.26358 2.14038 0.55166  0.19
H7 1.17084 3.87454 1.88184  0.22
H8 -2.25138 -2.97280 0.60554  0.21
C7 1.01166 -1.34534 -0.81824  0.01
H9 -1.58409 2.62474 -0.98053  0.22
H10 3.07435 -0.49351 -0.83614  0.22
H11 1.92318 -2.17671 0.94805  0.21
C8 -1.49007 2.21005 0.02512  -0.74
C9 -1.37596 -1.81683 -1.02088  -0.21
H12 -0.31739 -2.96972 1.88705  0.21
H13 -2.18107 2.58294 0.76916  0.22
H14 2.00158 0.19939 -1.89314  0.23



B.
Entry from OMol25: a cluster of 2 separate species, C9H14S in total (ωB97M-V/def2-TZVPD).

Summary:
Multiplicity: 1
SMILES string: Cc1ccccc1.CSC

Last column: natural (NBO) charge in e.
Positions of all 24 atoms, in Å:
H1 -2.70420 0.11020 -3.76726  0.21
C1 -2.72997 0.11568 -2.68565  -0.72
C2 -0.54291 -1.47889 1.12532  -0.22
C3 1.66898 -0.64958 0.40332  -0.23
S1 -1.03551 -0.14682 -1.96491  0.15
H2 2.47302 -0.87226 -0.29009  0.22
C4 0.53921 -1.45131 0.26767  -0.20
C5 0.53671 0.37964 2.20266  -0.22
C6 -0.54001 -0.49580 2.13103  -0.20
H3 0.19808 1.95781 -1.79658  0.21
H4 3.73102 0.94546 1.13447  0.21
C7 -0.64557 1.50845 -1.27596  -0.73
H5 -3.41161 -0.66858 -2.37402  0.22
H6 0.68215 -2.30118 -0.41821  0.21
H7 3.18322 1.08319 2.73983  0.22
C8 1.68308 0.28582 1.42849  -0.03
H8 -3.14031 1.06862 -2.34601  0.21
H9 0.47734 1.25763 2.86140  0.20
C9 2.82790 1.21604 1.71543  -0.64
H10 -1.49656 -1.96968 0.98318  0.22
H11 2.66107 2.25266 1.45424  0.22
H12 -1.49686 2.16960 -1.38688  0.22
H13 -0.32175 1.33388 -0.25469  0.23
H14 -1.21053 -0.59304 2.97170  0.21



C.
Entry from OMol25: a cluster of 2 separate species, C9H14S in total (ωB97M-V/def2-TZVPD).

Summary:
Multiplicity: 1
SMILES string: Cc1ccccc1.CCS

Last column: natural (NBO) charge in e.
Positions of all 24 atoms, in Å:
C1 -2.13679 -0.04939 -1.72643  -0.20
H1 -1.03026 1.53425 1.56783  0.21
H2 -2.88282 -1.64365 -0.51776  0.21
H3 4.19625 1.21796 -1.83872  0.12
H4 -1.59171 -0.88775 2.55840  0.22
H5 -1.56196 1.66653 -2.75988  0.21
C2 -1.25812 1.87614 -0.58792  -0.20
H6 -0.78694 2.84760 -0.64755  0.21
H7 2.20746 -1.58692 1.05035  0.22
C3 -1.61479 1.24132 -1.76861  -0.23
C4 -1.41445 1.20882 0.61378  -0.22
C5 3.18186 -1.15730 0.82214  -0.62
H8 3.04162 -1.07259 -1.34586  0.21
H9 -2.50307 -0.51019 -2.64000  0.21
C6 -2.13038 0.00653 0.67395  -0.01
C7 -2.48729 -0.59562 2.00779  -0.63
H10 -3.01458 0.09622 2.66313  0.22
H11 -3.16730 -1.43323 1.85668  0.22
C8 3.14428 -0.38959 -0.50202  -0.51
H12 3.80226 -2.04868 0.66572  0.21
S1 4.57714 0.70690 -0.66536  -0.05
C9 -2.46357 -0.64164 -0.50837  -0.22
H13 3.66815 -0.56864 1.59793  0.22
H14 2.22499 0.18293 -0.56922  0.21



D.
Entry from OMol25: a cluster of 2 separate species, C9H14S in total (ωB97M-V/def2-TZVPD).

Summary:
Multiplicity: 1
SMILES string: Cc1ccccc1.CCS

Last column: natural (NBO) charge in e.
Positions of all 24 atoms, in Å:
C1 0.40764 1.45871 1.05451  -0.20
C2 1.86995 0.01791 -0.25584  -0.02
H1 -3.18755 -3.55851 -0.16167  0.12
C3 -3.13201 0.12343 -0.16159  -0.63
C4 1.52977 2.17998 1.47951  -0.23
H2 -3.16797 -1.49735 -1.54431  0.22
C5 2.02223 -1.13122 -1.20962  -0.63
H3 -0.54849 1.78568 1.44443  0.21
H4 4.00713 0.39943 0.01865  0.21
S1 -3.12195 -2.46990 0.61585  -0.07
H5 -1.55256 -1.29045 -0.79451  0.20
H6 2.84410 -1.80631 -1.01546  0.22
H7 -4.19308 0.25953 -0.36688  0.22
H8 -0.21995 -0.21649 -0.10442  0.20
H9 -3.03688 0.28644 0.91507  0.21
H10 -2.58886 0.90544 -0.70576  0.22
C6 0.61902 0.36962 0.23150  -0.21
C7 2.77891 1.81296 1.02249  -0.20
H11 1.37623 3.05489 2.10315  0.21
C8 -2.62259 -1.22632 -0.64506  -0.49
H12 2.11103 -0.72212 -2.20824  0.22
H13 1.15736 -1.79831 -1.28917  0.21
H14 3.65723 2.32898 1.41300  0.21
C9 2.99131 0.73398 0.16438  -0.21



Top of the stability list: D, leading by 0.0021 hartree.



A.
Entry from OMol25: a cluster of 2 separate species, CH8N2O in total (ωB97M-V/def2-TZVPD).

Summary:
Multiplicity: 1
SMILES string: NCN.O

Last column: natural (NBO) charge in e.
Positions of all 12 atoms, in Å:
H1 -1.12280 -1.81837 -0.26050  0.48
C1 0.34419 0.86809 0.32343  -0.05
H2 1.48456 2.34886 -0.39462  0.35
H3 0.94627 -0.57291 -1.03054  0.36
H4 -0.35167 1.49966 0.80252  0.18
N1 1.51988 1.60737 0.26322  -0.86
H5 1.86081 1.82693 1.14615  0.37
H6 -1.69878 -2.81471 0.74983  0.46
O1 -1.85846 -2.04287 0.20053  -0.95
N2 0.10292 -0.12977 -0.82209  -0.87
H7 0.58908 0.02324 1.08351  0.17
H8 -0.26454 0.29853 -1.72915  0.36



B.
Entry from OMol25: a cluster of 2 separate species, CH8N2O in total (ωB97M-V/def2-TZVPD).

Summary:
Multiplicity: 1
SMILES string: NCN.O

Last column: natural (NBO) charge in e.
Positions of all 12 atoms, in Å:
H1 -1.93316 1.28325 -1.10887  0.37
H2 1.59163 -1.67064 1.77906  0.47
H3 1.56303 -0.30430 2.28881  0.46
H4 0.97350 0.83180 -0.57627  0.18
H5 -0.44268 0.94697 0.72243  0.18
H6 -0.13628 -1.32566 -1.28910  0.36
N1 -0.29052 -0.81019 -0.46795  -0.87
C1 -0.11993 0.61243 -0.35034  -0.06
H7 -0.62909 1.42768 -2.27440  0.37
H8 -1.14112 -1.12436 -0.19134  0.35
N2 -0.93272 1.37712 -1.23808  -0.88
O1 1.49734 -1.24411 2.70605  -0.93



Top of the stability list: B, leading by 0.0101 hartree.